Below is 4 unconnected molecules or ions with the total composition C30H59Cl6FN7O6P2 at a distorted geometry, with properties calculated with ωB97M-V/def2-TZVPD.

LUMO energy = -3.735 eV
F_max = 3.3 eV/Å
Charge = +1
Highest occupied orbital energy = -11.63 eV

Each line ends with the Löwdin charge.
Cartesian coordinates (Å):
H  -0.76176  -0.36164  -2.50527  0.11
H  4.05868  -3.62492  -2.76040  0.09
H  5.47713  5.32551  -4.41006  0.09
H  -3.46475  -3.49687  0.28544  0.09
C  5.27727  4.37782  -4.89165  0.00
H  0.54576  -1.04218  -3.40950  0.10
H  1.75035  3.50335  -3.94090  0.10
H  -2.65691  -6.53122  1.55323  0.07
H  2.83065  0.68039  2.76642  0.09
H  -1.20319  -3.03052  0.76412  0.03
O  -1.54337  4.11725  -0.01848  -0.07
H  -1.68469  -1.32954  1.89084  0.12
H  -1.50545  7.43396  2.26679  0.08
C  -4.29974  -3.18070  0.90025  -0.14
H  -0.29367  1.04023  -4.24204  0.13
H  -5.14174  -4.58546  2.15546  0.11
C  -3.22383  -4.69533  2.49955  -0.51
C  -0.15511  1.11131  0.21055  -0.25
H  2.60468  1.08126  -3.42916  0.06
Cl  0.80726  -7.29765  0.52886  0.52
C  -3.26863  -6.19359  2.38561  -0.01
N  3.87355  -2.89455  -2.07997  0.08
C  -1.21346  1.82647  -0.67059  -0.05
H  0.10884  3.54504  -1.17091  0.12
H  -2.86789  -6.64988  3.28269  0.08
H  -0.29293  -6.83893  2.55765  0.05
H  0.17058  1.92796  -2.83083  0.07
N  -0.10103  -1.12295  -0.46008  -0.02
N  2.86086  -1.50577  -3.68488  0.10
C  -4.30031  -1.64394  1.14940  -0.14
C  1.94669  2.72056  -4.66374  -0.20
H  -1.88838  5.12427  -1.65907  0.11
H  -5.26057  -1.27622  0.80669  0.11
H  -4.22968  -1.48072  2.21855  0.11
H  1.40703  -7.25710  2.79692  0.08
H  2.46713  2.88438  0.25033  0.02
H  -1.25331  0.53592  6.13312  0.06
Cl  -4.86458  0.83051  6.80800  0.54
N  1.65955  -3.33453  -2.78704  0.09
H  0.06273  -9.05811  3.66763  0.08
H  0.61963  2.69014  1.45830  0.13
Cl  -2.76911  7.99915  0.37676  0.54
C  -3.11669  0.74716  7.15013  -0.66
H  3.84787  -1.57186  -3.89635  0.09
H  2.36601  -1.95001  -4.44661  0.09
C  0.29877  -0.26146  -2.70531  -0.09
H  -1.33786  1.39696  -1.65575  0.12
H  2.68768  2.41439  2.42430  0.07
P  -0.55769  -2.81402  -0.44932  0.81
H  3.73046  -3.37655  -1.19712  0.08
C  -0.73336  -0.29172  0.31548  -0.13
H  1.93430  2.82210  -1.94361  0.01
C  -0.89081  3.28304  -0.86391  -0.38
H  -2.96123  -0.01027  7.91356  0.07
C  1.79481  1.31391  -4.11130  -0.23
H  -3.00357  3.72883  -1.38284  0.12
H  4.18454  1.73888  -2.13020  -0.02
H  -2.10514  0.34889  1.83941  0.12
O  0.70030  1.88037  4.66563  0.15
H  -1.18860  6.33573  0.91955  0.04
C  1.20861  0.76484  -0.40833  -0.38
H  1.72321  -4.12074  -2.17267  0.07
H  -5.19283  -3.43840  0.34490  0.12
O  -2.20204  -4.12566  2.84917  0.03
C  -0.09937  1.87946  1.54014  -0.10
F  1.87507  0.21768  0.70918  -0.01
H  -0.23568  9.24199  1.02637  0.07
C  0.12888  -8.94494  2.58725  -0.65
N  3.87400  1.49419  -1.19858  -0.24
C  -0.08226  8.17967  0.85849  -0.66
H  -1.06267  2.35825  1.68219  0.14
H  5.79207  4.39594  -5.84977  0.09
H  0.70155  -3.05901  -2.95853  0.05
H  5.70613  3.57100  -4.30955  0.07
H  3.14882  -0.77858  -1.07231  0.10
C  3.80331  4.21440  -5.09773  -0.51
H  -4.26949  -6.59016  2.24378  0.08
O  3.06734  5.16643  -5.21030  0.09
C  -2.31263  0.45475  5.91164  -0.67
C  1.06458  1.56083  3.57288  -0.47
H  0.75169  7.84665  1.47373  0.07
C  2.49924  1.63609  3.15477  0.03
H  1.90579  0.61667  -4.93446  0.11
H  1.28736  2.81570  -5.52482  0.13
N  3.34099  2.87103  -5.13355  0.03
C  0.44762  1.07618  -3.44505  -0.18
H  -2.82356  1.71472  7.55304  0.08
H  -2.97793  -1.25924  -0.56983  0.10
H  3.45168  2.45562  -6.04861  0.14
H  -2.17153  1.82619  -0.16120  0.13
H  2.15555  -2.01565  -0.40912  0.10
C  1.01523  -0.45963  -1.33445  -0.23
O  0.12961  1.05684  2.67369  -0.02
H  -3.64681  0.15065  0.19429  0.10
N  -4.36495  -3.93972  2.20001  0.05
H  0.67330  -3.45493  -0.35641  0.03
H  -2.55009  1.15002  5.11165  0.06
H  3.08407  1.87087  4.03158  0.10
P  2.45978  2.06563  -0.89068  0.85
C  2.25841  -1.36286  -1.26952  -0.08
C  -1.31142  7.37969  1.19681  -0.67
Cl  0.40341  7.95234  -0.84404  0.53
C  -3.22003  -0.82796  0.39815  -0.15
Cl  -2.59333  -1.19948  5.30706  0.55
C  -1.91125  -0.50754  1.21027  -0.09
C  -1.98320  4.06468  -1.48307  0.06
C  2.60074  -2.26751  -2.47173  -0.66
O  -1.38433  -3.18269  -1.60950  -0.36
H  0.86309  -9.65123  2.20976  0.07
Cl  -1.45583  -9.39179  1.91127  0.56
C  0.49601  -7.52876  2.26738  -0.67